Computed, not measured: one molecule with the formula C5H7NO, with ωB97M-V with the def2-TZVPD basis set.

Last column: Mulliken charge in e.
CARTESIAN COORDINATES (ANGSTROEM)
1 N 1.919 -1.880 -0.080  -0.61
2 C 0.919 -1.174 -0.187  0.63
3 O 1.320 0.438 -1.287  -0.65
4 C 0.470 1.384 -0.862  -0.25
5 C -0.805 0.815 -0.416  -0.28
6 C -1.276 -0.404 -1.058  -0.42
7 C -0.447 -0.959 0.066  -0.59
8 H 2.783 -1.342 -0.151  0.32
9 H -0.194 1.922 -1.639  0.20
10 H 0.873 2.195 -0.220  0.32
11 H -1.475 1.486 0.132  0.40
12 H -0.884 -0.619 -2.046  0.24
13 H -2.336 -0.593 -0.956  0.31
14 H -0.872 -1.268 1.016  0.39

Calculated values
HOMO energy, eV: -8.82
Frontier orbital gap, eV: 9.58
DFT total energy, eV: -8831.92051
Relative energy (zero: lowest compared OMol25 entry of this formula, charge and spin), kcal per mole: 98.8

***

Computed, not measured: one molecule with the formula C5H7NO, with ωB97M-V with the def2-TZVPD basis set.

Last column: Mulliken charge in e.
CARTESIAN COORDINATES (ANGSTROEM)
1 C -1.518 -0.861 -0.309  -0.52
2 N -1.780 0.578 -0.115  -0.65
3 C -0.448 0.081 -0.013  0.49
4 C 0.706 0.271 0.969  -0.23
5 C 1.659 -0.332 -0.091  -0.53
6 C 0.735 0.661 -0.734  -0.13
7 O 0.934 1.603 0.390  -0.49
8 H -1.821 -1.549 0.480  0.23
9 H -1.704 -1.233 -1.313  0.23
10 H -2.201 0.801 0.787  0.24
11 H 0.730 0.180 2.055  0.49
12 H 1.550 -1.387 -0.353  0.22
13 H 2.694 -0.004 -0.001  0.28
14 H 0.465 1.192 -1.751  0.38

Calculated values
HOMO energy, eV: -9.51
Frontier orbital gap, eV: 10.53
DFT total energy, eV: -8831.42322
Relative energy (zero: lowest compared OMol25 entry of this formula, charge and spin), kcal per mole: 110.2

***

Computed, not measured: C5H7NO as an isolated structure, with ωB97M-V with the def2-TZVPD basis set.

Last column: Mulliken charge in e.
CARTESIAN COORDINATES (ANGSTROEM)
1 C 1.149 0.074 -1.014  -0.73
2 C -0.298 0.295 -0.674  -0.12
3 C -1.102 -0.926 -0.228  -0.60
4 O -0.635 -1.215 1.095  -0.33
5 C -0.229 -0.036 1.662  0.22
6 N 0.954 0.424 1.632  -0.61
7 C 0.890 0.830 0.222  -0.10
8 H 1.526 -0.934 -0.893  0.25
9 H 1.523 0.648 -1.850  0.29
10 H -0.878 1.068 -1.162  0.39
11 H -0.913 -1.823 -0.834  0.28
12 H -2.191 -0.761 -0.216  0.30
13 H -1.081 0.565 2.016  0.43
14 H 1.062 1.911 0.191  0.33

Calculated values
HOMO energy, eV: -8.38
Frontier orbital gap, eV: 8.87
DFT total energy, eV: -8831.53561
Relative energy (zero: lowest compared OMol25 entry of this formula, charge and spin), kcal per mole: 107.6

***

Computed, not measured: one molecule with the formula C5H7NO, with ωB97M-V with the def2-TZVPD basis set.

Last column: Mulliken charge in e.
CARTESIAN COORDINATES (ANGSTROEM)
1 C -1.576 -0.874 -0.287  -0.47
2 N -1.798 0.574 -0.203  -0.64
3 C -0.467 0.078 -0.086  0.40
4 C 0.654 0.174 0.962  -0.21
5 C 1.666 -0.305 -0.108  -0.58
6 C 0.748 0.745 -0.735  -0.18
7 O 0.888 1.549 0.501  -0.51
8 H -1.834 -1.460 0.599  0.23
9 H -1.820 -1.361 -1.229  0.24
10 H -2.249 0.899 0.643  0.24
11 H 0.677 -0.033 2.036  0.48
12 H 1.621 -1.330 -0.488  0.24
13 H 2.684 0.050 0.070  0.28
14 H 0.807 1.294 -1.675  0.49

Calculated values
HOMO energy, eV: -9.53
Frontier orbital gap, eV: 10.58
DFT total energy, eV: -8831.67436
Relative energy (zero: lowest compared OMol25 entry of this formula, charge and spin), kcal per mole: 104.4

***

Computed, not measured: C5H7NO as an isolated structure, with ωB97M-V with the def2-TZVPD basis set.

Last column: Mulliken charge in e.
CARTESIAN COORDINATES (ANGSTROEM)
1 C 0.055 -0.087 1.808  -1.04
2 C 0.666 0.082 0.407  0.19
3 C 1.518 -0.996 -0.008  -0.04
4 N 2.221 -1.848 -0.369  -0.49
5 C -0.231 0.613 -0.604  0.61
6 O -0.297 1.874 -0.431  -0.48
7 C -0.948 -0.071 -1.706  -1.12
8 H -0.519 -1.017 1.902  0.29
9 H 0.852 -0.107 2.556  0.31
10 H -0.606 0.752 2.049  0.33
11 H 0.629 1.609 0.321  0.44
12 H -1.449 0.641 -2.363  0.34
13 H -1.669 -0.782 -1.287  0.30
14 H -0.220 -0.662 -2.274  0.35

Calculated values
HOMO energy, eV: -8.84
Frontier orbital gap, eV: 8.83
DFT total energy, eV: -8833.01776
Relative energy (zero: lowest compared OMol25 entry of this formula, charge and spin), kcal per mole: 73.4

***

Computed, not measured: one molecule with the formula C5H7NO, with ωB97M-V with the def2-TZVPD basis set.

Last column: Mulliken charge in e.
CARTESIAN COORDINATES (ANGSTROEM)
1 C 0.433 0.933 -1.539  -0.80
2 N -0.032 0.260 -0.330  0.25
3 C -1.262 0.007 0.001  -0.18
4 C -1.194 -0.829 1.234  -0.33
5 C 0.242 -0.891 1.701  -1.13
6 C 0.846 -0.248 0.687  0.40
7 O 2.160 0.034 0.411  -0.51
8 H 1.228 0.336 -1.991  0.31
9 H 0.841 1.907 -1.268  0.30
10 H -0.403 1.045 -2.231  0.30
11 H -2.101 0.303 -0.619  0.37
12 H -1.958 -0.604 1.988  0.43
13 H -1.441 -1.825 0.845  0.25
14 H 2.641 -0.430 1.110  0.33

Calculated values
HOMO energy, eV: -7.51
Frontier orbital gap, eV: 8.02
DFT total energy, eV: -8832.53579
Relative energy (zero: lowest compared OMol25 entry of this formula, charge and spin), kcal per mole: 84.6

***

Computed, not measured: C5H7NO as an isolated structure, with ωB97M-V with the def2-TZVPD basis set.

Last column: Mulliken charge in e.
CARTESIAN COORDINATES (ANGSTROEM)
1 C 1.249 -0.873 -0.236  -0.75
2 C 1.227 0.711 0.028  -0.49
3 C -0.415 0.675 -0.116  0.04
4 C -1.863 0.825 0.095  -0.48
5 C -0.163 -0.726 0.410  0.15
6 H 1.385 -1.111 -1.263  0.28
7 H 2.042 -1.332 0.257  0.32
8 H 1.649 1.317 -0.792  0.32
9 H 1.679 0.762 1.145  0.27
10 H -0.347 0.536 -1.163  0.21
11 H -2.346 1.684 0.309  0.51
12 H -0.154 -0.921 1.606  0.18
13 N -2.430 -0.241 -0.192  -0.29
14 O -1.514 -1.306 -0.088  -0.28

Calculated values
HOMO energy, eV: -9.28
Frontier orbital gap, eV: 10.21
DFT total energy, eV: -8830.17458
Relative energy (zero: lowest compared OMol25 entry of this formula, charge and spin), kcal per mole: 139.0

***

Computed, not measured: one molecule with the formula C5H7NO, with ωB97M-V with the def2-TZVPD basis set.

Last column: Mulliken charge in e.
CARTESIAN COORDINATES (ANGSTROEM)
1 C -0.068 -1.214 -1.430  -1.48
2 C 0.397 -0.438 -0.190  0.79
3 C 0.222 1.054 -0.335  -0.80
4 C 0.154 1.877 0.691  0.37
5 N 0.212 2.677 1.617  -0.56
6 O -0.687 -0.288 1.970  -0.47
7 C -0.273 -0.970 1.064  -0.10
8 H 0.031 -2.295 -1.279  0.40
9 H -1.114 -0.996 -1.673  0.38
10 H 0.543 -0.946 -2.299  0.34
11 H 0.124 1.481 -1.330  0.35
12 H -0.669 2.828 2.108  0.29
13 H 1.462 -0.692 -0.037  0.18
14 H -0.335 -2.077 1.124  0.32

Calculated values
HOMO energy, eV: -8.79
Frontier orbital gap, eV: 9.63
DFT total energy, eV: -8834.37291
Relative energy (zero: lowest compared OMol25 entry of this formula, charge and spin), kcal per mole: 42.2

***

Computed, not measured: one molecule with the formula C5H7NO, with ωB97M-V with the def2-TZVPD basis set.

Last column: Mulliken charge in e.
CARTESIAN COORDINATES (ANGSTROEM)
1 C 1.387 -1.083 -0.915  -1.25
2 C 0.442 -0.218 -0.102  0.86
3 C -0.777 -0.739 0.169  -0.61
4 N -1.865 0.088 0.486  -0.04
5 C -1.375 1.282 0.927  0.19
6 O -1.770 1.986 1.801  -0.42
7 C 0.628 1.180 0.201  -0.94
8 H 2.281 -0.549 -1.243  0.33
9 H 0.884 -1.463 -1.815  0.31
10 H 1.711 -1.951 -0.335  0.31
11 H -0.985 -1.797 0.162  0.40
12 H -2.710 0.041 -0.091  0.27
13 H 0.753 1.551 1.202  0.27
14 H 1.396 1.671 -0.448  0.32

Calculated values
HOMO energy, eV: -8.13
Frontier orbital gap, eV: 8.79
DFT total energy, eV: -8833.02593
Relative energy (zero: lowest compared OMol25 entry of this formula, charge and spin), kcal per mole: 73.3

***

Computed, not measured: C5H7NO as an isolated structure, with ωB97M-V with the def2-TZVPD basis set.

Last column: Mulliken charge in e.
CARTESIAN COORDINATES (ANGSTROEM)
1 C -1.768 0.151 0.514  -0.83
2 N -0.369 -0.105 0.232  0.19
3 C 0.197 -1.333 -0.020  -0.37
4 C 1.496 -1.086 -0.397  -0.49
5 C 1.782 0.372 -0.478  -0.97
6 C 0.543 0.861 -0.006  0.67
7 O 0.154 2.115 0.322  -0.48
8 H -2.167 0.812 -0.259  0.32
9 H -1.877 0.635 1.487  0.29
10 H -2.310 -0.796 0.499  0.29
11 H -0.394 -2.233 0.001  0.36
12 H 2.280 -1.807 -0.574  0.48
13 H 1.517 -0.287 -1.518  0.20
14 H 0.916 2.700 0.197  0.35

Calculated values
HOMO energy, eV: -7.86
Frontier orbital gap, eV: 8.62
DFT total energy, eV: -8832.43771
Relative energy (zero: lowest compared OMol25 entry of this formula, charge and spin), kcal per mole: 86.8